The following is a quantum chemistry calculation of the molecule C5H10O2, from the Open Molecules 2025 dataset.

Energy above the lowest of the compared OMol25 structures with the same formula, charge and spin ... 128.7 kcal/mol
Energy ... -346.82036 hartree
HOMO ... -0.31057 Eh

Atoms and positions in Å:
C (2.01, 1.26, -0.37)
O (0.65, 0.97, -0.17)
C (0.37, -0.39, -0.44)
C (0.89, -1.44, 0.52)
O (-1.00, -1.38, 1.13)
C (-1.10, -0.69, -0.16)
C (-2.02, 0.50, 0.00)
H (2.66, 0.68, 0.30)
H (2.32, 1.06, -1.41)
H (2.15, 2.33, -0.16)
H (0.66, -0.62, -1.48)
H (1.34, -0.93, 1.38)
H (-0.82, -2.31, 0.94)
H (-1.51, -1.39, -0.90)
H (-2.11, 1.04, -0.94)
H (-3.01, 0.16, 0.31)
H (-1.62, 1.19, 0.75)

Results of the natural (NBO) charge analysis, in e, for atoms 1 through 8: C -0.250; O -0.545; C -0.079; C -0.171; O -0.657; C 0.103; C -0.627; H 0.166